[1]
Formula: C4H8Se
Source: the OMol25 dataset
Level of theory: wB97M-V/def2-TZVPD

Positions of all 13 atoms, in Å:
H -1.51 -1.68 0.27
C -0.72 -0.82 0.47
H 0.82 -2.20 -0.04
C 0.90 1.54 -0.17
H 0.36 -1.22 -1.57
H -1.53 0.78 -0.88
H -0.27 -1.16 1.43
H 0.71 2.15 -1.01
C 0.52 -1.22 -0.40
C -1.06 0.57 0.20
Se 2.04 -0.07 0.03
H 1.01 1.99 0.77
H -1.29 1.34 0.90

* relative energy (zero: lowest compared OMol25 entry of this formula, charge and spin): 60.71 kcal per mole
* highest occupied orbital energy: -8.250 eV
* orbital gap: 9.08 eV
* net charge: 0

[2]
Formula: C4H8Se
Source: the OMol25 dataset
Level of theory: wB97M-V/def2-TZVPD

Positions of all 13 atoms, in Å:
H 2.27 0.29 -0.40
H -1.40 0.89 -0.22
H -1.98 -0.18 -1.40
H -0.62 0.80 1.87
H -1.18 -0.98 2.27
C 1.25 0.32 -0.22
Se 1.11 -0.80 1.36
H 0.50 0.04 -2.25
H 1.19 1.35 0.15
H 0.36 -1.33 -1.19
C -1.16 0.08 -0.81
C -0.56 -0.19 1.95
C 0.22 -0.29 -1.12

* relative energy (zero: lowest compared OMol25 entry of this formula, charge and spin): 92.71 kcal per mole
* highest occupied orbital energy (spin up / spin down): -8.013 / -7.271 eV
* orbital gap (spin up / spin down): 8.28 / 7.76 eV
* net charge: 0

[3]
Formula: C4H8Si
Source: the OMol25 dataset
Level of theory: wB97M-V/def2-TZVPD

Positions of all 13 atoms, in Å:
C 1.78 0.03 -0.01
C 0.57 0.04 0.04
H -3.04 -1.10 -0.85
H -3.70 -0.68 0.69
H 3.58 1.13 0.33
Si -1.49 0.57 -0.05
H -2.03 1.23 -1.28
C -2.81 -0.78 0.11
H 3.83 -0.57 0.52
C 3.24 0.18 -0.07
H 3.51 0.16 -1.16
H -1.19 1.34 1.20
H -2.25 -1.57 0.52

* relative energy (zero: lowest compared OMol25 entry of this formula, charge and spin): 39.05 kcal per mole
* SMILES string: CC#C[SiH2]C
* highest occupied orbital energy: -9.399 eV
* orbital gap: 10.37 eV
* net charge: 0

[4]
Formula: C4H9BN2
Source: the OMol25 dataset
Level of theory: wB97M-V/def2-TZVPD

Positions of all 16 atoms, in Å:
H 2.72 -0.45 1.53
H -2.84 0.66 -1.26
C 3.18 -0.03 -0.59
H -1.25 1.38 -1.47
H 3.99 -0.54 -1.17
H -0.75 -2.51 0.42
H -0.82 -2.29 -1.62
C -1.78 0.71 -0.96
C 2.85 0.41 0.80
H -0.60 0.92 0.85
C -1.58 0.44 0.50
H 3.31 1.38 1.18
B -0.99 -1.84 -0.51
H -2.59 0.44 1.02
N 2.01 0.28 -0.46
N -1.31 -0.54 -0.43

* relative energy (zero: lowest compared OMol25 entry of this formula, charge and spin): 103.84 kcal per mole
* SMILES string: BN1CC1.C1=NC1
* highest occupied orbital energy: -9.811 eV
* orbital gap: 10.81 eV
* net charge: 0

[5]
Formula: C4H9BO2
Source: the OMol25 dataset
Level of theory: wB97M-V/def2-TZVPD

Positions of all 16 atoms, in Å:
H 2.95 1.64 0.40
C 0.70 1.18 0.37
O -2.57 0.19 1.12
H -0.43 -2.18 -0.90
H 0.46 2.20 0.42
H 1.30 -1.29 -0.68
H 2.29 0.68 -0.82
O -2.01 -0.03 -1.27
C -0.23 0.32 0.34
B -1.73 0.10 0.03
H 0.41 -2.21 0.82
H -3.46 0.32 0.91
C 2.20 0.92 0.17
C 0.39 -1.82 -0.22
H -2.91 -0.14 -1.41
H 2.62 0.12 0.72

* relative energy (zero: lowest compared OMol25 entry of this formula, charge and spin): 84.10 kcal per mole
* highest occupied orbital energy: -8.080 eV
* orbital gap: 8.38 eV
* net charge: 0

[6]
Formula: C4H9BO2
Source: the OMol25 dataset
Level of theory: wB97M-V/def2-TZVPD

Positions of all 16 atoms, in Å:
O -0.42 -0.26 2.36
H 0.00 0.43 -2.35
C -0.51 0.67 -1.48
C 0.08 0.28 -0.20
H 2.04 0.41 0.97
B -0.82 0.05 1.06
H -1.02 -0.39 3.15
O -2.19 0.33 0.81
H -0.60 1.87 -1.67
C 1.62 0.21 -0.07
H -1.61 0.31 -1.51
H 2.08 0.76 -0.93
C 1.59 -1.26 -0.41
H -2.90 0.02 1.33
H 1.06 -2.03 0.32
H 1.59 -1.40 -1.40

* relative energy (zero: lowest compared OMol25 entry of this formula, charge and spin): 13.62 kcal per mole
* 2S+1: 3
* highest occupied orbital energy (spin up / spin down): -6.278 / -11.182 eV
* orbital gap (spin up / spin down): 6.66 / 10.38 eV
* net charge: 0

[7]
Formula: C4H9BOS
Source: the OMol25 dataset
Level of theory: wB97M-V/def2-TZVPD

Positions of all 16 atoms, in Å:
S -0.67 -1.34 -0.11
C -0.21 1.58 -0.66
B 0.13 0.12 0.00
H 2.35 -1.90 1.91
C 1.34 -1.51 1.88
H 0.80 1.83 -1.07
H -0.64 0.90 -2.77
H -0.05 -3.26 1.44
H -2.10 0.97 -1.63
C 0.50 -2.42 0.89
H -1.63 2.37 -2.43
O 1.46 -0.22 1.26
C -1.19 1.46 -1.93
H 1.03 -2.85 0.09
H 0.93 -1.34 2.84
H -0.50 2.36 0.00

* relative energy (zero: lowest compared OMol25 entry of this formula, charge and spin): 51.84 kcal per mole
* SMILES string: CCB1OCCS1
* highest occupied orbital energy: -9.282 eV
* orbital gap: 9.87 eV
* net charge: 0

[8]
Formula: C4H9BrN2O2S
Source: the OMol25 dataset
Level of theory: wB97M-V/def2-TZVPD

Positions of all 19 atoms, in Å:
C -0.15 0.19 -1.40
H 2.69 -0.08 1.76
H 0.70 -0.38 -1.89
Br 1.69 -2.39 2.06
H -0.73 2.91 -0.76
H 3.55 -1.03 2.65
C -2.15 1.34 -0.98
N 0.21 1.19 -0.73
H -0.88 2.29 0.78
O 1.88 1.73 1.81
C -1.58 -0.04 -1.62
H -2.54 1.89 -1.83
H -1.92 -0.99 -1.26
N 2.96 -1.08 1.78
C -0.96 1.99 -0.31
O 2.23 3.14 -0.16
S 2.12 1.78 0.34
H -3.00 1.28 -0.30
H -1.80 -0.01 -2.65

* highest occupied orbital energy: -9.059 eV
* orbital gap: 9.23 eV
* net charge: 0

no.,energy (a.u.),molecular weight (g mol⁻¹)
1,-2558.509975,135.07
2,-2558.458983,135.07
3,-446.594089,84.19
4,-292.015235,95.94
5,-333.093018,99.93
6,-333.065289,99.93
7,-656.055947,115.99
8,-3389.915654,229.10